# 1
Entry from the OMol25 dataset: a 2-piece molecular cluster, C2H4N3 overall in a non-equilibrium geometry (ωB97M-V/def2-TZVPD).

XYZ file:
```
9
Properties=species:S:1:pos:R:3:mulliken_charge:R:1
C 2.345 -0.074 -0.185 -0.391
C -2.000 0.149 -0.074 0.348
N -2.950 -0.451 -0.322 -0.029
N 3.513 -0.184 -0.155 0.005
N -0.890 0.468 0.301 -0.205
H -3.878 -0.818 -0.209 0.347
H 4.568 -0.282 -0.290 0.374
H -0.091 0.579 -0.340 0.256
H -0.617 0.612 1.274 0.295
```

Frontier orbital gap in eV: 11.3
HOMO energy in eV: -15.7455
LUMO energy in eV: -4.47
Net charge: +1
Total energy in Ha: -242.52702

***

# 2
Entry from the OMol25 dataset: a 2-piece molecular cluster, C2H4N3 overall in a non-equilibrium geometry (ωB97M-V/def2-TZVPD).

XYZ file:
```
9
Properties=species:S:1:pos:R:3:mulliken_charge:R:1
C -0.534 -1.423 -1.025 -0.152
C 0.825 1.024 0.702 -0.020
N -0.544 -2.544 -1.016 -0.003
N -0.469 0.402 0.607 -0.108
N -0.459 1.609 0.224 0.138
H 1.115 1.178 1.724 0.266
H 1.639 0.946 -0.029 0.276
H -0.584 -3.505 -0.957 0.296
H -0.988 2.314 -0.230 0.307
```

Frontier orbital gap (alpha / beta) in eV: 9.2 / 9.2
HOMO energy (alpha / beta) in eV: -15.8079 / -15.8087
LUMO energy (alpha / beta) in eV: -6.66 / -6.66
Net charge: +1
Total energy in Ha: -242.41391

***

What is the total energy in the second record? -242.41391 Ha

***

net charge of number 2 (C2H4N3)? +1

***

What is the total energy in the second record? -242.41391 Ha

***

What did the first record say?
Entry from the OMol25 dataset: a 2-piece molecular cluster, C2H4N3 overall in a non-equilibrium geometry (ωB97M-V/def2-TZVPD).

XYZ file:
```
9
Properties=species:S:1:pos:R:3:mulliken_charge:R:1
C 2.345 -0.074 -0.185 -0.391
C -2.000 0.149 -0.074 0.348
N -2.950 -0.451 -0.322 -0.029
N 3.513 -0.184 -0.155 0.005
N -0.890 0.468 0.301 -0.205
H -3.878 -0.818 -0.209 0.347
H 4.568 -0.282 -0.290 0.374
H -0.091 0.579 -0.340 0.256
H -0.617 0.612 1.274 0.295
```

Frontier orbital gap in eV: 11.3
HOMO energy in eV: -15.7455
LUMO energy in eV: -4.47
Net charge: +1
Total energy in Ha: -242.52702